1.
The following is a quantum chemistry calculation of 7 unconnected molecules or ions with the total composition C6H23NO6, from the OMol25 dataset.

The geometry in ORCA input format:
```
! RIJCOSX wB97M-V def2-TZVPD def2/J DEFGRID3
* xyz 0 1
C -1.59530 -1.14508 3.72348
C -1.19063 0.06048 3.34882
C -0.88581 0.37230 1.94459
C 0.01887 1.28137 1.58171
C 0.36956 1.54165 0.14982
N 1.77981 1.94544 0.06525
C 2.28149 1.89739 -1.31353
H -1.72250 -1.97242 3.03252
H -1.77836 -1.45163 4.74271
H -1.06909 0.87055 4.06479
H -1.44116 -0.19162 1.18992
H 0.56538 1.89281 2.29081
H 0.26628 0.62699 -0.45008
H -0.29141 2.32127 -0.29462
H 1.94029 2.87093 0.45658
H 2.10241 0.93392 -1.76967
H 3.37101 2.02221 -1.33229
H 1.82633 2.67378 -1.95222
O -3.63009 1.40249 -2.82995
H -3.63366 2.12491 -2.19638
H -3.22755 1.78225 -3.62383
O -2.58825 -1.00412 -2.13575
H -2.96178 -0.10746 -2.27710
H -3.25501 -1.61686 -2.45261
O -0.05132 -1.01721 -3.23916
H -0.98586 -1.00605 -2.94709
H 0.27992 -1.78535 -2.71878
O 0.28226 -2.86772 -1.30687
H -0.45930 -2.45842 -0.85389
H 1.07194 -2.74710 -0.71588
O 2.32391 -2.59053 0.49953
H 2.37311 -3.24663 1.19532
H 2.49913 -1.71850 0.94720
O 2.75093 -0.18593 1.73736
H 2.07753 0.00926 2.40240
H 2.58693 0.48264 1.03689
*
```

Summary:
HOMO-LUMO gap	9.29	eV
energy above the lowest of the compared OMol25 structures with the same formula, charge and spin	39.2	kcal/mol
E_LUMO	0.2	eV
maximum force	0.83	eV Å⁻¹
SMILES string	C=C/C=C/CNC.O.O.O.O.O.O

2.
The following is a quantum chemistry calculation of a molecular structure, H17NaO9 at a distorted geometry, from the OMol25 dataset.

The geometry in ORCA input format:
```
! RIJCOSX wB97M-V def2-TZVPD def2/J DEFGRID3
* xyz 0 1
Na -2.02255 -0.05295 -0.95968
O -0.39791 0.43582 -0.29903
H 0.39840 -0.09584 -0.49331
O -1.33989 -1.35871 0.69847
H -0.82698 -0.61466 0.38295
H -0.74597 -2.10618 0.62933
O -0.01086 -0.33417 2.66041
H -0.08175 0.04806 1.78570
H 0.12298 0.41583 3.23991
O -0.89239 2.30045 -1.10583
H -0.56713 1.48007 -0.73515
H -0.51169 2.33488 -1.98340
O 1.22333 0.69252 -1.77274
H 1.34626 -0.23584 -1.97090
H 0.47998 0.71289 -1.17005
O 2.19467 -1.16814 -0.31342
H 1.77637 -0.36376 -0.00644
H 1.96895 -1.82316 0.34706
O -0.65663 -2.69020 -1.35256
H 0.14150 -3.21298 -1.42941
H -0.34598 -1.78849 -1.27106
O -1.56864 1.72167 1.26989
H -2.30888 1.12788 1.39519
H -0.95484 1.22849 0.72559
O 1.36997 0.92759 0.86947
H 1.53146 1.82016 0.56373
H 0.67829 0.59871 0.29532
*
```

Summary:
HOMO-LUMO gap	9.52	eV
energy above the lowest of the compared OMol25 structures with the same formula, charge and spin	229.0	kcal/mol
E_LUMO	-0.8	eV
maximum force	7.14	eV Å⁻¹

3.
The following is a quantum chemistry calculation of C4H7NO2 in the gas phase, from the OMol25 dataset.

The geometry in ORCA input format:
```
! RIJCOSX wB97M-V def2-TZVPD def2/J DEFGRID3
* xyz 0 1
C 0.66777 -1.62915 -0.32244
C -0.04899 0.88082 -2.08176
O -1.03111 0.72209 -1.23684
C -0.92220 1.20532 0.11438
C -0.05187 0.26286 0.92226
N -0.21820 0.16799 2.16853
O 0.94900 -0.32488 0.19957
H 1.46870 -1.84631 -1.03073
H -0.29091 -1.64934 -0.85005
H 0.66772 -2.37097 0.48368
H 0.70067 1.55104 -1.57674
H -1.92509 1.26206 0.53842
H -0.46629 2.20206 0.09714
H 0.50078 -0.43360 2.57458
*
```

Summary:
HOMO-LUMO gap	9.39	eV
energy above the lowest of the compared OMol25 structures with the same formula, charge and spin	113.1	kcal/mol
E_LUMO	0.6	eV
maximum force	0.45	eV Å⁻¹

4.
The following is a quantum chemistry calculation of a molecular structure, C36H58Cl2DyP2Si at a distorted geometry, from the OMol25 dataset.

The geometry in ORCA input format:
```
! RIJCOSX wB97M-V def2-TZVPD def2/J DEFGRID3
* xyz -1 6
Dy -0.37203 -0.26199 -0.96338
Cl -0.36711 0.24724 -3.47556
P -2.72861 -1.88432 -1.66976
C -3.10244 -2.72784 -3.27847
C -3.66505 -2.79311 -0.32633
C -3.44399 -0.15876 -1.82858
C -1.96928 -3.69130 -3.66596
H -3.10274 -1.89810 -4.00576
C -4.47784 -3.40524 -3.31140
H -4.53795 -4.23207 -2.59103
H -4.64685 -3.82395 -4.31358
H -5.29472 -2.70047 -3.10819
H -1.00670 -3.16376 -3.69444
H -2.17099 -4.10122 -4.66761
H -1.89693 -4.53293 -2.96112
H -2.99055 0.16623 -2.78055
C -2.95796 0.81715 -0.72839
C -4.96049 -0.19848 -1.97902
H -5.26116 -0.59442 -2.95472
H -5.34795 0.82531 -1.90476
H -5.43942 -0.79438 -1.19288
H -2.50196 0.29900 0.15607
H -3.80088 1.40056 -0.31975
H -2.23833 1.56200 -1.14549
C -2.89442 -4.10058 -0.08309
H -4.68161 -3.01336 -0.69925
C -3.77303 -1.97933 0.96917
H -2.95948 -4.78778 -0.93628
H -3.30122 -4.62460 0.79268
H -1.83438 -3.88472 0.12188
H -2.77523 -1.76692 1.37875
H -4.30347 -2.56813 1.73353
H -4.31079 -1.03051 0.84635
Cl 0.16503 -1.82488 1.01432
H 0.29489 -1.89307 -1.82012
P 3.17639 -0.80790 -1.49625
C 3.41617 0.82522 -2.34285
C 4.25027 -0.86986 0.00662
C 3.63667 -2.09231 -2.71855
C 2.34805 1.85384 -1.91933
H 3.22405 0.55975 -3.39854
C 4.84033 1.37677 -2.23365
H 5.07117 1.72270 -1.21778
H 4.92637 2.23360 -2.91756
H 5.59790 0.64049 -2.52565
H 1.39215 1.64860 -2.43099
H 2.66047 2.86342 -2.22250
H 2.17820 1.87963 -0.83026
H 3.02957 -1.78109 -3.58608
C 3.16062 -3.49304 -2.30305
C 5.11205 -2.04091 -3.10116
H 5.34440 -1.14969 -3.69293
H 5.34540 -2.92310 -3.70867
H 5.77001 -2.05084 -2.22369
H 2.24219 -3.46201 -1.70535
H 3.93719 -4.04492 -1.75963
H 2.92514 -4.05427 -3.21668
C 3.79841 0.20875 0.99675
H 5.27523 -0.67272 -0.34939
C 4.16149 -2.24571 0.66617
H 3.88391 1.22934 0.60991
H 4.37846 0.15069 1.92820
H 2.74976 0.05808 1.28437
H 3.12397 -2.49985 0.91621
H 4.72142 -2.23645 1.60889
H 4.57042 -3.04650 0.04540
C -1.12793 5.95456 -0.11514
C 0.18933 5.48429 -0.07300
C 0.47119 4.20807 0.43200
C -0.56182 3.39895 0.94762
C -1.88765 3.86865 0.87117
C -2.16512 5.13884 0.34768
Si -0.18805 1.73192 1.72003
C 1.27064 1.89888 2.88129
C 1.64994 0.76091 3.62302
C 2.57470 0.85606 4.67007
C 3.16352 2.08633 4.97408
C 2.81133 3.21908 4.23712
C 1.86743 3.12781 3.20509
C -1.53217 1.39663 2.98745
C -2.07345 2.44172 3.75080
C -2.94185 2.16844 4.81761
C -3.25112 0.84778 5.15767
C -2.67891 -0.20383 4.43196
C -1.83316 0.06878 3.35046
H -1.34349 6.95121 -0.50436
H 1.00781 6.11448 -0.42803
H 1.50437 3.84994 0.44039
H -2.70967 3.24460 1.22892
H -3.19723 5.48834 0.31018
H 1.20620 -0.21267 3.38847
H 2.82181 -0.03213 5.25331
H 3.88500 2.16184 5.78915
H 3.25601 4.18746 4.47028
H 1.58401 4.02638 2.65521
H -1.81922 3.47414 3.52073
H -3.36141 2.99574 5.39156
H -3.92472 0.63430 5.99039
H -2.87505 -1.24192 4.71425
H -1.38359 -0.75653 2.79331
*
```

Summary:
expectation value of S²	9.356
HOMO-LUMO gap (spin up / spin down)	5.76 / 5.70	eV
E_LUMO (spin up / spin down)	2.5 / 2.5	eV
maximum force	2.95	eV Å⁻¹

5.
The following is a quantum chemistry calculation of 2 unconnected molecules or ions with the total composition C4H14N2O2 at a distorted geometry, from the OMol25 dataset.

The geometry in ORCA input format:
```
! RIJCOSX wB97M-V def2-TZVPD def2/J DEFGRID3
* xyz 0 1
C -0.13055 -2.18523 1.15100
C -0.30607 -1.09612 0.12043
C 1.16132 -0.51810 -0.24071
N 2.04661 -1.52552 -0.94749
N -1.01146 0.22025 0.54360
C -0.48317 1.14124 1.54681
O -0.84940 2.46540 1.06876
H -0.01521 -3.25852 0.73229
H 0.85779 -2.30220 1.58207
H -1.08278 -2.10884 1.71654
H -0.92102 -1.49562 -0.72836
H 0.88418 0.19995 -0.95617
H 1.67107 -0.01100 0.56960
H 1.65263 -1.98420 -1.80280
H 2.48222 -2.31912 -0.33626
H -1.24778 0.67574 -0.34947
H 0.63812 0.83566 1.65256
H -1.11213 1.12781 2.58127
H -0.72867 2.29048 0.09799
O -0.44522 1.39427 -2.67188
H -1.04308 1.96056 -2.36268
H -0.37356 0.59806 -2.20951
*
```

Summary:
HOMO-LUMO gap	9.18	eV
energy above the lowest of the compared OMol25 structures with the same formula, charge and spin	88.2	kcal/mol
E_LUMO	0.7	eV
maximum force	5.62	eV Å⁻¹
SMILES string	C[C@H](CN)NCO.O

6.
The following is a quantum chemistry calculation of 3 unconnected molecules or ions with the total composition C2H11N2O2 at a distorted geometry, from the OMol25 dataset.

The geometry in ORCA input format:
```
! RIJCOSX wB97M-V def2-TZVPD def2/J DEFGRID3
* xyz 0 2
C -2.11880 -1.68181 -0.19374
N -1.34763 -0.53899 -0.61923
C -0.36533 -0.63531 -1.53365
N 0.85430 -0.25776 -1.25685
H -2.55798 -2.01096 -1.16576
H -1.42019 -2.45843 0.10259
H -2.94736 -1.55376 0.54454
H -1.18371 0.05437 0.14244
H -0.39615 -1.29656 -2.37401
H 0.87927 0.08789 -0.18808
H 1.78243 -0.50778 -1.66697
H 1.80066 3.81485 0.81705
H 2.57951 2.61965 1.31234
O 1.71786 2.86781 1.07652
H 0.67914 0.01939 2.14056
H 1.16550 1.17929 1.52489
O 0.87848 0.29813 1.33735
*
```

Summary:
expectation value of S²	0.753
HOMO-LUMO gap (spin up / spin down)	4.00 / 8.15	eV
energy above the lowest of the compared OMol25 structures with the same formula, charge and spin	43.5	kcal/mol
E_LUMO (spin up / spin down)	0.3 / 0.3	eV
maximum force	7.50	eV Å⁻¹

What is the formula in the second record?
H17NaO9

The lowest maximum force belongs to which entry?
C4H7NO2